{"formula": "C28H27N5O2Ti", "method": "ωB97M-V/def2-TZVPD", "lumo_energy_ha": [0.000, 0.002], "molar_mass_g_mol": 513.42, "e_homo_ev": [-6.0, -7.5], "max_force_ev_per_a": 3.731, "relative_energy_kcal_mol": 0.0, "spin_multiplicity": 3, "orbital_gap_ha": [0.221, 0.279], "symbols": ["C", "H", "C", "O", "C", "C", "C", "H", "H", "H", "N", "C", "O", "H", "H", "H", "H", "C", "N", "H", "C", "H", "C", "H", "C", "C", "H", "C", "H", "H", "N", "C", "C", "H", "H", "H", "H", "C", "H", "H", "C", "Ti", "C", "C", "C", "C", "C", "H", "H", "N", "C", "N", "C", "C", "C", "H", "C", "H", "H", "C", "H", "H", "C"], "xyz": [[0.32, -0.65, -3.12], [2.93, 3.41, -1.66], [0.99, 0.96, 3.50], [0.57, -0.18, -4.23], [-0.84, -2.40, 2.02], [3.19, -3.11, -2.42], [2.34, 2.97, -0.85], [-3.66, 2.01, -3.42], [3.55, -4.01, -0.49], [-5.23, 3.06, -1.79], [-0.79, -0.47, -2.37], [2.53, 0.68, -0.03], [1.17, 0.97, -0.52], [1.95, 2.15, 5.01], [3.05, 0.02, -0.75], [0.25, 2.63, -1.44], [-2.29, -5.73, 0.66], [-1.93, -4.75, 1.07], [-0.34, -0.20, 1.77], [1.00, 4.32, 4.01], [1.21, 2.13, -1.39], [-1.09, 1.20, -3.45], [3.15, 2.08, 0.11], [2.50, -1.99, -4.10], [1.91, -2.60, -0.44], [-0.36, 2.21, 1.88], [-2.29, 0.10, -3.91], [-3.62, 1.90, -2.34], [4.02, -3.54, -2.96], [2.24, 0.11, 0.88], [-2.46, 0.59, -0.74], [2.98, -3.26, -1.01], [-4.36, 1.88, -0.12], [-0.48, 4.31, 2.20], [2.05, 3.79, -0.23], [-4.94, 2.29, 0.68], [-0.72, -3.42, 3.96], [0.87, 3.36, 3.57], [-1.02, 2.21, 1.01], [2.96, 2.41, 1.08], [-1.94, -3.61, 0.32], [-0.68, -0.58, -0.26], [1.33, 2.18, 4.10], [-1.38, -2.44, 0.75], [-2.61, 1.02, -1.97], [-0.99, -3.55, 2.93], [-1.71, 0.44, -3.02], [1.39, 1.77, -2.41], [1.30, 0.03, 3.89], [-0.33, -1.25, 2.62], [-4.49, 2.37, -1.44], [1.08, -1.82, -1.18], [1.26, -1.55, -2.42], [-1.55, -4.71, 2.39], [-3.29, 1.08, 0.20], [-3.06, 0.75, 1.23], [0.00, 3.38, 2.49], [4.22, 2.05, -0.11], [-2.38, -3.60, -0.68], [2.33, -2.20, -3.08], [1.66, -2.63, 0.58], [-1.60, -5.56, 3.06], [0.13, 0.98, 2.38]]}

***

{"formula": "C4H10N2O", "method": "ωB97M-V/def2-TZVPD", "lumo_energy_ha": 0.030, "molar_mass_g_mol": 102.14, "e_homo_ev": -8.3, "max_force_ev_per_a": 1.381, "relative_energy_kcal_mol": 49.0, "smiles": "CNC(=O)N(C)C", "orbital_gap_ha": 0.337, "symbols": ["N", "C", "H", "H", "H", "H", "H", "C", "O", "H", "N", "H", "H", "C", "C", "H", "H"], "xyz": [[-0.52, -0.01, 0.05], [-0.06, -0.32, -1.24], [1.30, 0.84, 0.90], [1.81, -0.81, 0.90], [-1.14, 1.58, 1.21], [-0.45, 2.03, -0.36], [-0.42, -1.96, 0.69], [-1.08, -1.10, 0.77], [-0.77, -0.59, -2.20], [-2.09, 1.33, -0.30], [1.29, -0.23, -1.15], [2.81, 0.46, 0.13], [-2.07, -1.36, 0.38], [1.81, 0.09, 0.26], [-1.09, 1.30, 0.16], [-1.14, -0.82, 1.83], [1.81, -0.40, -2.03]]}

***

{"formula": "C19H26FN6O7S", "method": "ωB97M-V/def2-TZVPD", "lumo_energy_ha": -0.196, "molar_mass_g_mol": 501.52, "e_homo_ev": -11.9, "max_force_ev_per_a": 5.801, "charge": 1, "orbital_gap_ha": 0.240, "symbols": ["H", "O", "H", "O", "S", "H", "C", "H", "H", "N", "N", "N", "H", "C", "C", "O", "N", "H", "H", "H", "H", "C", "H", "H", "F", "H", "N", "C", "C", "C", "H", "H", "H", "O", "H", "C", "C", "H", "H", "C", "H", "C", "H", "H", "C", "N", "O", "C", "C", "C", "C", "C", "H", "H", "H", "H", "C", "O", "C", "O"], "xyz": [[-4.51, -0.87, -0.81], [5.78, 2.22, -2.80], [-1.70, -4.79, 1.40], [-5.66, -3.27, 2.06], [-4.44, -3.79, 1.43], [0.92, 2.22, -2.93], [2.20, 5.79, -1.97], [1.68, 6.12, -2.87], [1.53, 5.86, -1.12], [0.81, 1.65, -2.09], [3.24, 3.78, -1.12], [-4.10, -2.77, 0.03], [-1.33, 1.54, -1.78], [-2.97, -3.82, -1.95], [-4.30, -3.43, -1.28], [-4.53, -5.20, 1.04], [0.00, 0.67, -0.31], [-1.62, -5.30, -1.83], [3.07, 6.41, -1.81], [5.50, 5.22, -0.07], [4.27, 2.30, -0.09], [-0.32, 1.32, -1.45], [-4.17, -2.39, 4.01], [7.15, 4.76, 0.36], [0.05, -3.38, 5.35], [-2.29, -2.96, -1.96], [-4.04, 0.08, 2.22], [1.38, 0.58, -0.22], [4.07, 2.55, -1.13], [-3.04, -3.56, 2.57], [7.18, 3.74, -1.71], [-4.82, -2.74, -1.96], [-2.30, -2.25, 5.63], [-3.27, 0.82, 2.85], [-5.52, -1.27, 0.56], [-1.82, -4.21, 2.31], [-3.21, -2.85, 3.77], [0.15, -4.65, 3.06], [-0.67, 0.26, 0.35], [6.18, 4.37, 0.06], [5.81, 3.72, 0.86], [-3.56, -0.51, 1.06], [3.86, 0.42, -1.46], [3.31, 4.35, -0.29], [-2.16, -2.78, 4.70], [6.32, 3.63, -1.20], [2.37, 3.77, -3.20], [-0.78, -4.13, 3.25], [1.88, 1.19, -1.35], [3.33, 1.33, -1.73], [5.46, 2.78, -1.77], [2.64, 4.35, -2.16], [-4.93, -4.32, -1.20], [3.37, 1.40, -2.82], [1.96, 0.10, 0.56], [-3.17, -4.09, -2.99], [-4.50, -1.35, 0.17], [-2.35, -4.93, -1.30], [-0.95, -3.43, 4.44], [-2.41, -0.30, 0.64]]}